# 1
Density functional theory data (ωB97M-V with the def2-TZVPD basis set) for a 2-piece molecular cluster, C7H16N overall in a non-equilibrium geometry.

As for the total charge: +1. The lowest unoccupied orbital energy comes out at -6.466 eV. Its total energy is -330.70223 a.u. The value obtained for the HOMO-LUMO gap is 6.114 eV. The largest force on an atom is 4.1 eV/Å. Its multiplicity is 1. As for the HOMO energy: -12.58 eV.

Geometry as XYZ:
```
24
Properties=species:S:1:pos:R:3:forces:R:3
C 2.217 -1.629 -1.915 3.7533 -0.6873 1.5730
C 0.965 -1.771 -1.171 -2.8731 -1.5684 0.8253
C 0.696 -0.550 -0.381 -0.7548 0.3713 -0.0359
C -0.508 1.482 0.140 0.6003 0.2756 0.9847
C -0.352 0.353 -0.647 0.4654 -0.4368 -0.4337
C -1.197 0.216 -1.883 2.0034 0.0509 -1.4226
C -1.259 2.768 -0.084 -0.9208 0.3141 1.2608
N -0.557 -0.614 4.957 0.0146 -1.2366 0.9707
H 2.739 -2.595 -2.255 -1.1512 1.5619 0.2789
H 2.077 -0.892 -2.656 0.1273 0.4479 -1.3463
H 0.833 -2.751 -0.571 0.6234 1.6527 -0.2821
H 0.154 -1.857 -1.875 -0.4283 -0.2125 -0.3356
H 1.469 -0.246 0.300 0.1035 -0.0114 0.7488
H 0.313 -0.800 5.540 -1.4811 0.1597 -1.2444
H 0.005 1.409 1.109 0.0346 0.2902 -0.3377
H -0.500 0.193 -2.821 -1.0832 -0.5042 1.5874
H -1.516 1.284 -1.967 -1.6291 -1.5191 -0.3838
H -1.766 -0.780 -1.822 -0.1118 2.2322 -0.4275
H -0.961 3.295 -0.979 0.0750 -0.3356 -0.7512
H -2.416 2.653 -0.137 1.9350 -0.0096 0.1645
H -0.980 3.526 0.712 -0.6273 -1.2102 -0.5794
H -1.348 -1.084 5.478 1.2218 0.7702 -0.7421
H -0.497 -1.126 4.057 0.2497 0.2952 0.9801
H 2.925 -1.138 -1.171 -0.1466 -0.6901 -1.0520
```
Forces are in eV/Å.



# 2
Density functional theory data (ωB97M-V with the def2-TZVPD basis set) for a 4-piece molecular cluster, C13H29N3O4 overall in a non-equilibrium geometry.

As for the total charge: 0. The lowest unoccupied orbital energy comes out at 0.550 eV. Its total energy is -977.89590 a.u. The value obtained for the HOMO-LUMO gap is 9.462 eV. The largest force on an atom is 4.5 eV/Å. Its SMILES is CNC(C)=O.CNC(C)=O.CNC(C)=O.C1CCOC1. Its multiplicity is 1. As for the HOMO energy: -8.91 eV.

Geometry as XYZ:
```
49
Properties=species:S:1:pos:R:3:forces:R:3
C 2.289 1.367 4.263 0.2099 2.5018 -0.0526
N 1.639 2.388 3.348 1.2682 -2.4800 0.9968
C 0.408 2.123 2.946 -4.0746 1.7733 -0.6403
C -0.128 3.179 1.958 0.5335 -0.6616 -0.8602
O -0.400 1.291 3.344 1.4640 -0.6209 0.1191
H 1.527 0.702 4.669 0.1297 0.1197 -0.3166
H 2.690 2.017 5.041 0.0821 -0.5067 0.5146
H 3.151 0.867 3.823 -0.4023 -0.1635 -0.3466
H 2.012 3.300 3.127 0.3003 -0.4718 0.1266
H -0.945 2.803 1.341 0.0070 -0.4024 0.3033
H 0.708 3.296 1.268 -0.1041 0.9184 -0.2406
H -0.511 4.111 2.373 0.5350 -0.0101 0.3140
C 4.001 -1.197 -2.712 -0.0335 -1.3666 -0.2250
N 3.574 0.077 -2.186 0.7088 -0.6065 -1.5468
C 2.690 0.211 -1.195 -1.6914 -0.2526 2.5775
C 2.455 1.615 -0.759 -0.3645 1.3959 -1.0914
O 2.050 -0.673 -0.630 0.9179 -0.3512 -0.6982
H 3.367 -2.041 -2.440 -0.4303 0.3779 0.4010
H 4.985 -1.500 -2.357 0.1795 0.3706 -0.0016
H 4.001 -1.247 -3.801 0.1184 0.5080 -0.0196
H 3.613 0.827 -2.861 0.2519 0.1866 0.4738
H 3.221 2.269 -1.176 -0.0260 0.2326 0.2047
H 2.249 1.882 0.278 0.4503 -0.8604 0.1219
H 1.517 1.867 -1.254 -0.1832 0.3254 -0.1898
C -0.476 -3.553 -0.322 -0.7224 0.6680 1.6749
N -0.866 -3.827 1.049 -0.4084 -0.2213 0.6176
C -1.632 -3.175 1.964 -0.1203 0.5266 0.1964
C -2.325 -1.798 1.656 -0.8312 -0.2232 0.8604
O -1.738 -3.685 3.075 -0.4552 0.5315 -0.4730
H 0.292 -2.780 -0.292 0.4801 -0.3776 -0.5911
H -1.348 -3.109 -0.802 0.1338 -0.5784 -0.7573
H -0.184 -4.575 -0.562 0.2495 0.6687 -1.5046
H -0.612 -4.754 1.359 -0.0239 0.3207 0.4020
H -3.266 -1.732 1.110 0.2427 -1.1731 -1.1288
H -1.769 -0.933 1.295 0.6134 -0.4176 0.2222
H -2.837 -1.540 2.583 0.9571 0.2095 0.6464
C -2.587 -0.282 -1.372 -0.6768 0.0804 -1.2638
C -3.313 -0.019 -2.664 -0.7412 -1.9557 -1.9157
C -3.028 1.405 -3.027 -1.1831 1.6025 0.5933
O -1.959 1.813 -2.224 1.8074 0.1058 1.8952
C -1.426 0.650 -1.588 0.7159 -0.7884 0.2978
H -2.335 -1.340 -1.301 0.0574 0.2455 0.3443
H -3.295 0.037 -0.607 0.6183 -0.0223 0.6109
H -4.344 -0.371 -2.644 -0.3459 0.7516 0.1817
H -2.936 -0.664 -3.458 0.5403 -0.1323 -0.0529
H -3.824 2.065 -2.682 -0.5732 -0.0244 -0.3969
H -2.789 1.706 -4.047 -0.1939 -0.7150 -0.3256
H -0.893 0.673 -0.638 0.0470 1.5967 0.1470
H -0.674 0.255 -2.271 -0.0338 -0.6341 -0.2044
```
Forces are in eV/Å.



The evaluated energy above the lowest of the compared OMol25 structures with the same formula, charge and spin for the records listed, in turn: 79.3 44.2 kcal per mole.